(1)
Density functional theory data (wB97M-V/def2-TZVPD) for a cluster of 8 separate species, C16H47NO11 in total.

Each line ends with the Mulliken charge.
Atoms and positions in Å:
C (16.0500, 59.9970, 45.3990)  -0.845
O (15.7000, 59.1020, 46.5310)  -0.426
C (14.9760, 57.9820, 46.2090)  0.557
C (14.6760, 57.1500, 47.5300)  -1.297
N (14.3890, 55.7330, 47.3560)  0.556
H (13.6100, 55.5690, 46.7510)  -0.519
H (15.2800, 55.2560, 47.0560)  0.449
C (13.9750, 55.0270, 48.6280)  -0.328
C (13.4320, 53.7030, 48.4800)  0.282
O (13.0540, 53.2060, 49.7520)  -0.451
C (12.4000, 51.8840, 49.8150)  -0.712
H (16.8430, 59.4930, 44.7110)  0.239
H (16.5660, 60.8650, 45.5600)  0.401
H (15.2940, 60.2430, 44.7650)  0.354
H (15.5460, 57.3540, 45.5270)  -0.074
H (14.0030, 58.2960, 45.5150)  0.118
H (13.9110, 57.6500, 47.8550)  0.560
H (15.5010, 56.9600, 48.1090)  0.608
H (13.0430, 55.6680, 48.9480)  0.240
H (14.8940, 54.7850, 49.2980)  0.231
H (14.1200, 53.0860, 47.9030)  0.359
H (12.5660, 53.6170, 47.9090)  -0.253
H (12.4040, 51.6100, 50.7750)  0.338
H (13.1530, 51.1890, 49.4830)  0.308
H (11.6350, 52.0860, 49.0960)  0.238
C (12.6190, 55.2520, 44.7920)  1.111
O (13.8900, 54.7610, 44.7890)  -0.628
O (12.0070, 55.5020, 43.6280)  -0.643
O (12.0510, 55.5880, 45.7590)  -0.336
H (12.3790, 55.0480, 42.7670)  0.202
C (10.7310, 60.2610, 45.6000)  -1.389
C (10.6540, 58.8270, 45.3820)  0.522
O (11.3610, 58.0860, 46.4320)  -0.475
H (10.0800, 60.7090, 45.0100)  0.508
H (11.7890, 60.5170, 45.5270)  0.285
H (10.5800, 60.4690, 46.8340)  0.181
H (10.9190, 58.7390, 44.3740)  0.333
H (9.5500, 58.5860, 45.3860)  -0.131
H (11.6620, 57.3340, 46.0780)  0.129
C (17.5150, 54.4890, 42.3100)  -1.101
C (16.8440, 55.6150, 42.9830)  -0.036
O (15.4770, 55.7090, 42.5590)  -0.487
H (18.4910, 54.7550, 42.6220)  0.425
H (17.1060, 54.3690, 41.3380)  0.324
H (17.0260, 53.5270, 42.8890)  0.136
H (17.3850, 56.4920, 42.6300)  0.375
H (16.9080, 55.3430, 44.1270)  0.082
H (15.0220, 55.2180, 43.1840)  0.226
C (7.1690, 56.8880, 44.4390)  -1.249
C (8.4240, 55.9530, 44.5390)  0.179
O (9.3140, 56.2580, 43.5040)  -0.518
H (7.6570, 57.8970, 44.5740)  0.205
H (6.4790, 56.3830, 45.1110)  0.341
H (6.6600, 56.8570, 43.5490)  0.388
H (8.1140, 54.9150, 44.5730)  0.297
H (9.0310, 56.0580, 45.6450)  0.131
H (10.1420, 56.0270, 43.8410)  0.320
C (12.8980, 51.7730, 43.6620)  -0.496
O (13.7940, 52.2290, 44.6440)  -0.695
H (12.3950, 52.6790, 43.1580)  -0.090
H (12.2340, 51.2530, 44.1650)  0.409
H (13.3170, 51.1460, 42.8230)  0.287
H (13.5490, 53.0840, 44.8160)  0.328
C (10.1180, 52.8040, 45.7270)  -1.408
O (10.3090, 53.7680, 46.6850)  -0.626
H (10.1160, 53.1170, 44.9010)  0.546
H (9.2220, 52.4220, 45.9500)  0.634
H (10.9480, 52.1510, 45.8600)  0.312
H (11.0600, 54.2150, 46.4250)  0.159
C (12.3910, 53.4120, 40.0180)  -0.546
O (12.3650, 54.6430, 40.6320)  -0.393
H (11.4740, 52.8100, 39.8250)  0.272
H (13.0340, 52.8080, 40.6540)  0.189
H (12.7380, 53.4950, 38.8980)  0.255
H (12.1130, 55.3540, 40.0170)  0.222

Output
Spin multiplicity = 1
E_tot = -1519.7685 Ha
LUMO level = 0.175 eV
Net charge = 0
Frontier orbital gap = 9.47 eV
Energy above the lowest of the compared OMol25 structures with the same formula, charge and spin = 94.3 kJ/mol

(2)
Density functional theory data (wB97M-V/def2-TZVPD) for a cluster of 7 separate species, C16H47NO7 in total.

Each line ends with the Mulliken charge.
Atoms and positions in Å:
C (-3.2987, -5.4971, -5.0170)  -0.851
O (-3.0137, -4.5901, -3.9675)  -0.346
C (-3.6148, -3.2623, -3.9272)  -0.991
C (-3.0954, -2.5142, -2.7579)  0.425
C (-1.6238, -2.1102, -2.9328)  -1.176
N (-3.1384, -3.3026, -1.5452)  -0.463
H (-4.0083, -6.2749, -4.7349)  0.305
H (-2.4971, -5.9013, -5.6352)  0.278
H (-3.9550, -4.9365, -5.6827)  0.322
H (-3.4266, -2.7697, -4.8812)  0.439
H (-4.6910, -3.4323, -3.8949)  0.439
H (-3.8214, -1.7363, -2.5213)  0.467
H (-1.5785, -1.2991, -3.6595)  0.444
H (-0.9802, -2.9341, -3.2410)  0.337
H (-1.3401, -1.6217, -2.0006)  -0.075
H (-4.1174, -3.4246, -1.3293)  0.236
H (-2.7258, -4.2197, -1.6386)  0.219
C (5.0038, 2.5517, 2.6804)  -0.801
C (6.3679, 2.1256, 2.1213)  -0.403
O (6.4652, 2.8833, 0.9381)  -0.518
H (4.2437, 2.3991, 1.9142)  0.195
H (5.1029, 3.4526, 3.2859)  0.324
H (4.8332, 1.7424, 3.3904)  0.342
H (6.3951, 1.0375, 2.0637)  0.320
H (7.1862, 2.4473, 2.7655)  0.241
H (6.4865, 2.3118, 0.1670)  0.297
C (-3.6269, -0.9661, 0.9836)  -0.534
C (-3.0546, -2.1566, 1.6810)  -0.435
O (-1.7752, -2.4699, 1.0582)  -0.511
H (-4.4691, -0.4543, 1.4493)  0.378
H (-4.0531, -1.2844, 0.0322)  0.009
H (-2.8864, -0.1775, 0.8500)  0.123
H (-3.6633, -3.0179, 1.4056)  0.365
H (-2.9087, -2.0258, 2.7532)  0.341
H (-1.9531, -2.9062, 0.2217)  0.315
C (1.2855, 5.2135, 5.0463)  -1.119
C (1.1048, 4.6306, 3.6185)  0.109
O (-0.2683, 4.9195, 3.3251)  -0.502
H (0.6912, 4.5772, 5.7020)  0.333
H (0.7498, 6.1489, 5.2080)  0.318
H (2.3106, 5.2421, 5.4155)  0.323
H (1.1750, 3.5564, 3.4478)  -0.046
H (1.7024, 5.1716, 2.8848)  0.255
H (-0.1913, 5.8765, 3.3223)  0.285
C (2.1034, -3.2734, -1.4653)  -0.601
C (3.0118, -3.6731, -2.6298)  -0.418
O (2.6029, -4.9941, -2.9374)  -0.522
H (2.4619, -2.2896, -1.1625)  0.328
H (2.3756, -3.9717, -0.6739)  0.321
H (1.0634, -3.1183, -1.7525)  -0.065
H (4.0888, -3.6780, -2.4619)  0.351
H (2.9353, -3.0119, -3.4930)  0.321
H (3.0222, -5.2539, -3.7609)  0.287
C (-0.1539, 4.1584, -0.0008)  -0.256
C (-1.5508, 4.7629, -0.1333)  -0.308
O (-1.8239, 4.5382, -1.4899)  -0.510
H (0.1967, 4.2479, 1.0274)  -0.126
H (0.5596, 4.5477, -0.7271)  0.349
H (-0.1446, 3.0811, -0.1663)  0.033
H (-1.7044, 5.7929, 0.1883)  0.322
H (-2.3632, 4.2473, 0.3788)  0.266
H (-2.6130, 5.0710, -1.6128)  0.283
C (0.8989, 0.8915, 2.2502)  -1.203
C (0.1866, -0.2165, 1.4691)  0.185
O (0.3366, -0.0822, 0.0789)  -0.488
H (0.2926, 1.7973, 2.2515)  0.191
H (1.9110, 1.0017, 1.8609)  0.273
H (0.9935, 0.7191, 3.3224)  0.459
H (-0.8163, -0.3047, 1.8869)  -0.020
H (0.7288, -1.1116, 1.7738)  0.281
H (0.0731, -0.8800, -0.3854)  0.253

Output
Spin multiplicity = 1
E_tot = -1219.0547 Ha
LUMO level = 0.723 eV
Net charge = 0
SMILES string = COC[C@H](C)N.CCO.CCO.CCO.CCO.CCO.CCO
Frontier orbital gap = 10.40 eV
Energy above the lowest of the compared OMol25 structures with the same formula, charge and spin = 212.2 kJ/mol

(3)
Density functional theory data (wB97M-V/def2-TZVPD) for a structure of composition C16H48BeF6NO22S2.

Each line ends with the Mulliken spin population.
Atoms and positions in Å:
Be (-15.6144, 23.3308, 30.7269)  0.000
C (-11.4093, 22.1693, 31.6383)  0.000
F (-10.3252, 21.8187, 32.4146)  0.000
F (-11.5560, 23.5308, 31.4830)  0.000
F (-11.3702, 21.7359, 30.3573)  0.000
S (-12.9837, 21.5483, 32.5872)  0.001
O (-12.7520, 20.2919, 33.3113)  0.000
O (-13.3596, 22.6074, 33.5350)  0.000
N (-14.2337, 21.4208, 31.2952)  0.000
S (-14.0222, 19.9324, 30.8179)  0.000
O (-12.6294, 19.4706, 30.7572)  0.001
O (-15.0183, 19.0343, 31.2655)  0.000
C (-14.4024, 20.1335, 28.8957)  0.000
F (-13.8020, 21.1757, 28.3116)  0.000
F (-14.0910, 19.0097, 28.2007)  0.000
F (-15.7366, 20.2703, 28.7207)  0.000
O (-10.9024, 23.4690, 27.9330)  0.000
H (-10.8188, 23.2126, 27.0146)  0.000
H (-10.0836, 23.1824, 28.3376)  0.000
O (-18.1521, 20.5402, 26.9712)  0.000
H (-17.5125, 20.5136, 26.2596)  0.000
H (-18.2272, 19.6309, 27.2606)  0.000
O (-14.0669, 25.0845, 31.7099)  0.000
H (-13.8841, 25.9664, 31.3858)  0.000
H (-13.6408, 25.0504, 32.5664)  0.000
O (-11.3824, 25.5490, 29.3917)  0.000
H (-11.2115, 25.4253, 28.4580)  0.000
H (-11.1453, 24.7124, 29.7919)  0.000
O (-16.4631, 22.9238, 28.2342)  0.000
H (-17.3717, 22.6234, 28.2168)  0.000
H (-16.3130, 23.2854, 27.3607)  0.000
O (-13.7555, 23.7473, 29.1442)  0.000
H (-13.3957, 23.1175, 28.5195)  0.000
H (-13.2913, 24.5631, 28.9568)  0.000
C (-13.3452, 13.5239, 27.9107)  0.000
C (-12.9969, 14.5730, 28.9397)  0.000
C (-13.1014, 16.0693, 28.6481)  0.000
O (-13.5594, 16.6340, 29.8864)  -0.002
C (-14.2075, 15.6864, 30.5146)  0.001
O (-14.9453, 15.9317, 31.4988)  0.000
O (-13.9322, 14.4945, 29.9488)  0.000
H (-13.5165, 12.5611, 28.3922)  0.000
H (-12.6770, 13.3523, 27.0668)  0.000
H (-14.2676, 13.9114, 27.4782)  0.000
H (-12.0117, 14.3868, 29.3672)  -0.001
H (-13.7757, 16.4067, 27.8610)  0.000
H (-12.1070, 16.4856, 28.4872)  0.000
C (-10.9423, 17.7868, 34.7626)  0.050
C (-11.4906, 17.1438, 33.4623)  0.006
C (-10.4875, 17.4549, 32.3049)  0.013
O (-10.2918, 16.1062, 31.9252)  0.069
C (-10.7362, 15.1772, 32.7963)  -0.055
O (-10.4357, 14.0150, 32.7949)  0.799
O (-11.4094, 15.7584, 33.7714)  0.105
H (-11.4332, 17.2873, 35.5978)  -0.002
H (-11.0914, 18.8410, 34.5293)  0.015
H (-9.8565, 17.7457, 34.8488)  0.000
H (-12.5043, 17.4363, 33.1887)  -0.006
H (-9.5793, 18.0338, 32.4725)  -0.001
H (-10.9653, 17.9930, 31.4863)  0.005
C (-8.2804, 25.5498, 32.6735)  0.000
O (-8.6111, 26.7568, 31.9518)  0.000
H (-9.0962, 24.8951, 32.3669)  0.000
H (-7.3651, 25.0701, 32.3268)  0.000
H (-8.2592, 25.7508, 33.7446)  0.000
H (-9.5568, 26.9063, 32.0216)  0.000
C (-7.9745, 19.7483, 31.8632)  0.000
O (-7.0187, 18.9184, 31.2049)  0.000
H (-8.2765, 19.4537, 32.8683)  0.000
H (-7.7606, 20.8071, 31.7171)  0.000
H (-8.9718, 19.7016, 31.4258)  0.000
H (-7.1821, 18.0080, 31.4618)  0.000
C (-17.1850, 16.7520, 28.1651)  0.000
O (-18.3295, 17.6733, 27.9423)  0.000
H (-17.5472, 15.8860, 28.7191)  0.000
H (-16.5932, 16.5322, 27.2765)  0.000
H (-16.4699, 17.3458, 28.7345)  0.000
H (-18.9029, 17.2641, 27.2901)  0.000
C (-11.5170, 25.2466, 34.7807)  0.000
O (-12.5578, 25.7347, 34.0330)  0.000
H (-11.9593, 24.9825, 35.7412)  0.000
H (-11.1319, 24.3540, 34.2877)  0.000
H (-10.7702, 25.9862, 35.0696)  0.000
H (-12.8314, 26.6085, 34.3216)  0.000
C (-18.8824, 21.8536, 30.7542)  0.000
O (-17.4825, 21.5733, 30.7547)  0.000
H (-19.0362, 22.5890, 31.5439)  0.000
H (-19.2173, 22.2430, 29.7928)  0.000
H (-19.4842, 20.9890, 31.0342)  0.000
H (-17.3978, 20.8338, 30.1484)  0.000
C (-13.5513, 20.7061, 25.3159)  0.000
O (-13.5459, 21.0680, 23.8855)  0.000
H (-14.4653, 20.4470, 25.8502)  0.000
H (-12.8400, 19.9084, 25.5301)  0.000
H (-13.1402, 21.5618, 25.8515)  0.000
H (-13.7528, 20.2578, 23.4141)  0.000

Output
Spin multiplicity = 2
E_tot = -3757.8242 Ha
LUMO level (spin up / spin down) = -8.547 / -11.600 eV
Net charge = +2
Frontier orbital gap (spin up / spin down) = 5.18 / 2.12 eV